{"formula": "C17H20Cl4O3Pb", "method": "the ωB97M-V functional and the def2-TZVPD basis", "elements": ["C", "C", "C", "C", "C", "C", "C", "C", "C", "C", "Pb", "Cl", "Cl", "Cl", "H", "H", "H", "H", "H", "H", "H", "H", "H", "H", "H", "H", "H", "H", "H", "O", "H", "Cl", "C", "C", "C", "C", "C", "C", "C", "O", "O", "H", "H", "H", "H"], "coordinates": [[-0.59072, 1.05823, -3.15281], [-0.78406, -0.32142, -3.46435], [0.48532, -0.97224, -3.39223], [-2.06228, -0.99238, -3.75789], [1.46250, 0.00986, -3.04596], [0.80207, 1.26207, -2.91761], [1.42368, 2.54895, -2.59359], [-1.66153, 2.06533, -3.05574], [0.70335, -2.41755, -3.55856], [2.89790, -0.25176, -2.80613], [-1.39395, -2.50925, 0.80320], [-2.09646, -3.69062, -1.18605], [-2.61359, -0.37044, 0.19315], [0.88286, -1.76622, -0.09813], [-2.87743, -0.26263, -3.78127], [-2.27556, -1.73554, -2.96990], [-2.02451, -1.52329, -4.72100], [0.07896, -2.97648, -2.83689], [1.75639, -2.66382, -3.37493], [0.42546, -2.74657, -4.57477], [3.04104, -0.77225, -1.84651], [3.45363, 0.68981, -2.78008], [3.30627, -0.89177, -3.60473], [2.51225, 2.44358, -2.51905], [1.04280, 2.91016, -1.62325], [1.19505, 3.29942, -3.37094], [-2.27546, 1.88985, -2.16178], [-2.32210, 2.01472, -3.93614], [-1.23161, 3.07481, -2.99031], [0.28345, 2.11214, -0.11666], [0.27045, 1.40861, 0.59101], [-0.00143, 0.48123, 9.17228], [-0.05261, 0.25390, 7.48896], [-0.73549, -0.84722, 6.94878], [-0.78781, -1.02351, 5.56486], [-0.16137, -0.10492, 4.69485], [0.50954, 0.99423, 5.24412], [0.57248, 1.17702, 6.63082], [-0.20374, -0.30376, 3.16698], [-0.63422, -1.48093, 2.92613], [0.15919, 0.62880, 2.43563], [-1.22742, -1.56283, 7.61035], [-1.32048, -1.87998, 5.14746], [0.97398, 1.71236, 4.56553], [1.09517, 2.03231, 7.05314]], "lowdin_charge": [-0.20, -0.21, -0.21, -0.07, -0.24, -0.20, -0.07, -0.06, -0.06, -0.08, 0.35, -0.30, -0.28, -0.16, 0.07, 0.01, 0.07, 0.03, 0.07, 0.08, 0.05, 0.05, 0.07, 0.06, 0.04, 0.08, 0.07, 0.07, 0.07, -0.02, -0.01, 0.63, -0.74, -0.12, -0.02, -0.11, -0.03, -0.12, -0.63, -0.30, -0.03, 0.09, 0.11, 0.11, 0.09], "charge": -2, "de_lowest_kj_mol": 0.0, "gap_ha": [0.2006, 0.1978], "largest_force_ev_per_a": 3.7, "total_energy_ha": -2919.21914}